C7H14BN2O2Ru | the ωB97M-V functional and the def2-TZVPD basis

Positions of all 27 atoms, in Å:
C (1.365, -2.178, 1.333)
Ru (0.297, -1.925, -0.693)
N (-1.068, -1.617, -2.314)
N (0.764, -4.066, -1.045)
H (-0.660, -1.152, -3.132)
H (0.285, -2.355, 1.040)
H (1.255, -1.422, 2.113)
H (2.345, -1.904, 0.844)
H (1.556, -3.158, 1.772)
H (1.220, -4.229, -1.948)
H (-0.098, -4.616, -1.022)
H (1.378, -4.452, -0.325)
H (-1.525, -2.456, -2.683)
H (-1.830, -1.005, -2.012)
O (-1.162, 0.681, -0.276)
B (0.107, 0.018, -0.197)
O (1.102, 0.935, 0.274)
C (0.416, 2.051, 0.606)
C (0.903, 3.259, 1.036)
C (0.015, 4.328, 1.162)
C (-1.340, 4.170, 0.870)
C (-1.837, 2.916, 0.424)
C (-0.943, 1.896, 0.295)
H (1.966, 3.322, 1.247)
H (0.410, 5.273, 1.492)
H (-2.053, 4.968, 0.966)
H (-2.868, 2.719, 0.174)

Atomic forces in eV per Å
C 1.33 0.09 1.14
Ru 0.29 -0.26 0.44
N -0.48 0.02 -0.67
N 0.29 -0.76 -0.52
H 0.01 -0.07 0.34
H -0.29 0.19 -0.51
H 0.06 -0.28 0.08
H -1.35 -0.10 -0.63
H 0.12 0.07 0.31
H -0.22 -0.16 0.35
H 0.29 -0.02 -0.09
H -0.15 0.01 -0.23
H 0.17 0.15 0.11
H 0.20 0.06 0.07
O 1.25 -1.24 0.42
B -0.40 1.93 -0.58
O -0.67 -0.79 -0.16
C -2.50 -3.60 -1.19
C 1.94 4.61 1.50
C 1.47 -0.95 -0.11
C 0.45 1.88 0.79
C -1.03 -3.34 -1.10
C -0.53 1.36 -0.12
H -0.23 0.35 0.16
H -0.06 0.19 0.05
H 0.12 0.38 0.11
H -0.08 0.28 0.02

Calculated values
Net charge: +1
HOMO-LUMO gap (spin up / spin down) in eV: 3.5 / 6.3
Electronic energy in eV: -17809.653
Spin multiplicity: 5

=====

C4H4N2O | the ωB97M-V functional and the def2-TZVPD basis

Positions of all 11 atoms, in Å:
O (-1.677, 0.939, 0.293)
C (-1.080, 0.781, -0.762)
C (0.341, 0.149, -1.018)
N (1.345, 0.328, 0.124)
C (0.408, -0.147, 1.326)
C (0.145, -1.233, 0.680)
N (1.063, -1.051, -0.421)
H (-1.357, 1.576, -1.576)
H (0.984, 0.415, -1.937)
H (0.293, 0.285, 2.351)
H (-0.466, -2.041, 0.939)

Atomic forces in eV per Å
O 0.69 -1.02 -1.98
C 0.11 2.87 0.47
C 3.25 0.15 -0.14
N -1.99 -0.73 1.16
C 2.21 2.17 0.63
C 0.55 -1.68 1.15
N -2.44 1.65 -1.04
H 0.37 -1.82 0.49
H -2.04 -0.03 0.92
H -0.08 -0.19 -1.52
H -0.62 -1.39 -0.15

Calculated values
Relative energy (zero: lowest compared OMol25 entry of this formula, charge and spin) in eV: 6.3986
Net charge: 0
SMILES string: O=CC1n2ccn21
HOMO-LUMO gap in eV: 9.2
Electronic energy in eV: -9234.089

=====

C4H8ClP | the ωB97M-V functional and the def2-TZVPD basis

Positions of all 14 atoms, in Å:
C (-2.023, -0.813, -1.292)
C (-1.818, -0.767, 0.014)
P (-0.409, 0.194, 1.017)
C (1.572, 0.315, 0.231)
C (1.587, 0.664, -1.218)
Cl (2.060, -1.454, 0.505)
H (-1.357, -0.323, -1.991)
H (-2.931, -1.416, -1.543)
H (-2.290, -1.312, 0.821)
H (-0.099, -0.928, 1.734)
H (2.215, 0.927, 0.886)
H (1.042, -0.114, -1.671)
H (0.827, 1.429, -1.373)
H (2.416, 0.958, -1.708)

Atomic forces in eV per Å
C -1.41 -0.95 0.99
C 3.37 1.16 0.77
P 0.23 1.13 -1.30
C -1.75 -1.56 1.22
C -4.05 0.03 1.68
Cl 0.73 0.71 -0.36
H -0.41 -0.09 -0.20
H 1.03 0.70 -0.64
H -0.70 -0.06 -0.39
H 0.14 -0.66 0.60
H -0.63 -0.32 -0.14
H 0.07 -1.44 -1.15
H 0.19 0.80 0.21
H 3.18 0.55 -1.29

Calculated values
Relative energy (zero: lowest compared OMol25 entry of this formula, charge and spin) in eV: 1.6413
Net charge: 0
SMILES string: C=CP[C@H](C)Cl
HOMO-LUMO gap in eV: 9.1
Electronic energy in eV: -26086.113

=====

C4H4N4O | the ωB97M-V functional and the def2-TZVPD basis

Positions of all 13 atoms, in Å:
O (-2.421, -1.459, -0.975)
N (-0.993, -1.490, -0.784)
C (-0.443, -0.334, -0.460)
C (1.037, -0.946, -0.052)
N (1.896, -0.524, 0.753)
C (1.449, 0.807, 1.405)
N (0.581, 1.628, 1.084)
N (0.085, 1.904, -0.007)
C (-0.581, 1.044, -0.721)
H (-2.487, -0.652, -0.583)
H (1.084, -2.045, -0.388)
H (1.903, 0.578, 2.357)
H (-1.109, 1.490, -1.628)

Atomic forces in eV per Å
O 2.70 -2.51 -1.53
N -1.43 1.49 0.42
C 3.15 -6.25 -0.15
C -2.41 -1.32 -0.97
N -0.26 3.29 -0.22
C 1.85 -4.77 0.10
N 2.22 -0.10 5.29
N -3.03 0.79 -6.25
C -0.85 3.30 -0.58
H -2.21 3.79 1.59
H 0.11 1.77 0.18
H -0.54 1.54 0.85
H 0.70 -1.01 1.27

Calculated values
Relative energy (zero: lowest compared OMol25 entry of this formula, charge and spin) in eV: 6.9161
Net charge: 0
SMILES string: O/N=c1/cncnnc1
HOMO-LUMO gap in eV: 8.1
Electronic energy in eV: -12213.594

=====

C4H5ClO | the ωB97M-V functional and the def2-TZVPD basis

Positions of all 11 atoms, in Å:
C (-1.096, -1.478, -0.847)
C (-1.754, -0.864, 0.156)
O (-2.346, -0.408, 1.077)
H (-0.223, -2.030, -0.527)
H (-1.129, -1.161, -1.831)
C (0.631, 1.422, -0.643)
C (0.994, 0.225, -0.851)
Cl (1.515, -0.806, 0.481)
H (0.403, 2.076, -1.493)
H (0.404, 1.706, 0.374)
H (1.318, -0.161, -1.742)

Atomic forces in eV per Å
C -1.06 0.20 3.16
C -0.68 -0.29 0.44
O 1.53 -0.96 -2.33
H -0.40 -0.28 -0.01
H -0.55 0.59 -1.60
C -1.66 3.02 0.24
C 2.09 -1.92 1.68
Cl 0.24 0.27 0.09
H 0.13 -0.14 0.52
H 0.04 0.53 -0.03
H 0.31 -1.01 -2.17

Calculated values
Relative energy (zero: lowest compared OMol25 entry of this formula, charge and spin) in eV: 1.8687
Net charge: 0
SMILES string: C=C=O.C=CCl
HOMO-LUMO gap in eV: 9.8
Electronic energy in eV: -18796.331

=====

C23H41IMoP2 | the ωB97M-V functional and the def2-TZVPD basis

Positions of all 68 atoms, in Å:
Mo (-1.879, 0.378, 0.834)
C (-0.162, 2.142, 1.750)
C (-0.777, 2.373, 0.474)
C (-2.473, 2.097, 2.062)
C (-1.183, 1.887, 2.689)
C (-2.214, 2.481, 0.676)
C (1.285, 2.345, 2.070)
H (1.900, 2.351, 1.164)
H (1.661, 1.561, 2.734)
H (1.465, 3.297, 2.592)
C (-0.943, 1.721, 4.143)
H (-0.074, 1.079, 4.331)
H (-1.812, 1.316, 4.656)
H (-0.717, 2.701, 4.582)
C (-3.748, 2.333, 2.800)
H (-3.668, 3.302, 3.315)
H (-3.950, 1.571, 3.562)
H (-4.615, 2.379, 2.137)
C (-3.171, 3.160, -0.240)
H (-3.158, 4.249, -0.085)
H (-4.190, 2.803, -0.092)
H (-2.913, 2.963, -1.283)
C (-0.086, 2.819, -0.773)
H (-0.142, 3.907, -0.898)
H (-0.514, 2.353, -1.659)
H (0.976, 2.548, -0.736)
C (3.912, -1.276, 1.355)
C (4.608, -0.423, 0.586)
C (4.536, -0.372, -0.917)
C (3.709, -1.564, -1.568)
C (2.233, -1.151, -1.701)
C (2.064, -0.072, -0.779)
C (1.594, -0.476, 0.555)
C (2.459, -1.621, 1.135)
H (5.564, -0.410, -1.336)
H (3.849, -2.460, -0.956)
H (4.095, 0.621, -1.158)
H (2.354, -2.526, 0.518)
H (4.372, -1.811, 2.223)
H (5.368, 0.239, 1.013)
H (2.034, -1.901, 2.120)
H (1.537, 0.355, 1.249)
H (1.729, 0.890, -1.171)
H (0.533, -0.863, 0.523)
H (4.158, -1.761, -2.557)
H (2.083, -0.852, -2.747)
P (0.466, -2.249, -1.450)
C (1.038, -3.981, -1.081)
C (0.269, -2.505, -3.253)
P (-2.412, -0.722, -1.073)
C (-1.292, -2.246, -0.877)
C (-1.808, 0.025, -2.649)
C (-4.123, -1.326, -1.320)
H (0.261, -4.528, -0.528)
H (1.969, -4.025, -0.499)
H (1.223, -4.494, -2.035)
H (-0.196, -3.487, -3.393)
H (1.252, -2.515, -3.733)
H (-0.341, -1.717, -3.699)
H (-4.277, -1.874, -2.259)
H (-4.848, -0.498, -1.297)
H (-4.374, -1.977, -0.473)
H (-1.260, -2.498, 0.198)
H (-1.753, -3.102, -1.407)
H (-2.325, 0.963, -2.885)
H (-1.950, -0.658, -3.478)
H (-0.733, 0.249, -2.543)
I (-2.474, -1.519, 2.543)

Atomic forces in eV per Å
Mo 2.01 0.89 4.04
C -0.73 0.00 -0.50
C -0.83 0.37 -0.06
C 0.91 1.10 -0.20
C -0.53 0.34 -0.35
C 0.23 0.16 0.47
C 0.28 -0.35 -0.02
H -0.09 0.08 0.24
H 0.02 0.16 0.04
H -0.38 -0.14 -0.15
C 0.23 -0.22 0.26
H -0.25 0.07 0.05
H 0.05 -0.06 0.04
H -0.08 -0.11 -0.05
C -0.29 -0.21 0.26
H -0.06 -0.22 -0.14
H 0.10 0.13 -0.16
H 0.17 -0.01 0.06
C -0.18 0.13 -0.34
H -0.02 -0.25 -0.04
H -0.01 0.09 0.05
H 0.00 0.13 0.02
C 0.48 0.06 -0.05
H -0.03 -0.15 0.03
H -0.02 0.12 -0.05
H -0.33 0.26 -0.07
C 0.26 -0.06 0.68
C 0.59 -0.51 0.19
C -0.95 0.36 -0.26
C 0.94 -0.62 0.15
C -0.41 1.31 -0.64
C -2.71 1.46 0.44
C 0.88 -0.08 0.86
C -0.40 -1.02 0.28
H -0.55 0.03 0.41
H 0.19 0.11 -0.12
H 0.56 -0.53 -0.65
H -0.11 0.29 0.28
H -0.52 1.49 -0.12
H 0.47 -0.97 -0.07
H 0.23 0.12 -0.47
H 0.25 -0.33 -0.10
H 0.30 -0.19 0.15
H 0.16 0.06 -0.25
H -0.50 -0.08 0.32
H -0.25 -0.03 0.35
P 1.86 -2.83 -2.53
C -0.10 -0.03 0.46
C -0.37 0.09 -0.04
P 0.13 -0.93 -2.96
C -0.35 0.38 0.37
C -0.09 0.09 0.24
C -0.13 -0.29 -0.02
H 0.24 0.11 -0.14
H -0.39 0.07 -0.16
H -0.12 0.23 0.28
H -0.11 0.31 -0.16
H -0.19 -0.08 0.10
H 0.24 -0.30 -0.12
H 0.24 0.10 0.22
H 0.47 -0.04 0.00
H 0.10 0.07 -0.16
H -0.14 0.03 -0.40
H 0.37 0.24 0.05
H 0.00 -0.22 0.20
H -0.15 -0.04 -0.20
H -0.38 -0.06 0.02
I -0.18 -0.06 0.17

Calculated values
Relative energy (zero: lowest compared OMol25 entry of this formula, charge and spin) in eV: 2.8484
Net charge: +2
HOMO-LUMO gap (spin up / spin down) in eV: 6.6 / 6.6
Electronic energy in eV: -53030.688
Spin multiplicity: 3

=====

C3H11N2PS | the ωB97M-V functional and the def2-TZVPD basis

Positions of all 18 atoms, in Å:
C (-2.001, -1.673, -0.339)
N (-1.730, -0.367, 0.234)
P (-0.371, -0.054, 0.953)
N (-0.443, 1.618, 1.356)
C (0.548, 2.104, 2.359)
S (0.968, -0.208, -1.157)
C (2.782, -0.179, -1.600)
H (-1.466, -1.849, -1.345)
H (-1.458, -2.305, 0.476)
H (-3.045, -1.922, -0.399)
H (-2.023, 0.308, -0.449)
H (-0.661, 2.157, 0.576)
H (0.249, 3.016, 2.984)
H (0.565, 1.186, 2.922)
H (1.544, 2.387, 2.051)
H (3.007, -0.908, -2.490)
H (2.941, 0.742, -2.086)
H (3.391, -0.517, -0.796)

Atomic forces in eV per Å
C 3.13 -1.98 0.95
N -3.15 0.81 -3.04
P 4.69 0.70 2.44
N 0.44 -1.46 0.46
C -1.24 0.37 0.27
S -0.68 -0.07 -0.10
C -1.20 -2.32 -1.73
H -0.85 0.35 1.60
H -1.21 0.01 -1.77
H -0.42 0.13 0.15
H -0.42 0.87 -0.08
H -0.25 1.64 -1.33
H -0.42 -1.55 -0.86
H 0.77 0.21 1.26
H 0.31 -0.37 -0.87
H -0.92 0.79 1.74
H 0.73 1.44 0.32
H 0.68 0.42 0.62

Calculated values
Relative energy (zero: lowest compared OMol25 entry of this formula, charge and spin) in eV: 2.4934
Net charge: 0
SMILES string: CNP(NC)SC
HOMO-LUMO gap in eV: 8.7
Electronic energy in eV: -26392.036

=====

C25H61N6O10P2S | the ωB97M-V functional and the def2-TZVPD basis

Positions of all 105 atoms, in Å:
C (-3.335, -0.976, 3.970)
C (-2.813, -0.401, 2.495)
O (-1.889, -1.427, 1.970)
C (-1.856, -1.408, 0.500)
S (-1.936, -3.155, -0.272)
P (-0.546, -4.349, 0.832)
P (-1.090, -4.621, 2.919)
O (-2.632, -4.525, 3.244)
O (-0.615, -6.281, 3.340)
O (-0.272, -3.556, 4.044)
C (-3.721, -3.823, -0.126)
C (-4.655, -2.936, 0.897)
C (-3.789, -5.445, 0.104)
C (-3.083, -6.271, -1.165)
H (-2.842, -2.051, 4.128)
H (-4.502, -1.098, 4.023)
H (-2.919, -0.291, 4.827)
H (-2.283, 0.628, 2.733)
H (-3.747, -0.205, 1.818)
H (-0.791, -0.982, 0.173)
H (-2.651, -0.708, 0.003)
H (-0.619, -5.689, 0.233)
H (-0.797, -6.357, 4.330)
H (0.630, -3.954, 4.262)
H (-4.177, -3.637, -1.214)
H (-4.704, -1.781, 0.603)
H (-4.323, -2.962, 2.019)
H (-5.761, -3.358, 0.838)
H (-3.297, -5.834, 1.090)
H (-4.931, -5.762, 0.111)
H (-2.206, -6.917, -0.728)
H (-3.922, -6.951, -1.646)
H (-2.690, -5.456, -1.920)
C (0.945, -6.644, -2.428)
O (0.121, -5.836, -2.836)
N (0.946, -7.994, -2.704)
C (1.960, -8.884, -2.180)
C (-0.100, -8.543, -3.543)
H (1.784, -6.335, -1.781)
H (2.484, -9.355, -3.017)
H (1.476, -9.651, -1.569)
H (2.683, -8.339, -1.566)
H (-0.068, -8.049, -4.519)
H (-1.070, -8.344, -3.079)
H (0.033, -9.620, -3.671)
C (-2.488, 3.788, 0.706)
O (-3.432, 3.010, 0.662)
N (-1.182, 3.482, 0.385)
C (-0.122, 4.464, 0.464)
C (-0.859, 2.137, -0.045)
H (-2.620, 4.837, 1.020)
H (0.326, 4.581, -0.527)
H (0.634, 4.112, 1.172)
H (-0.506, 5.431, 0.801)
H (-1.440, 1.901, -0.942)
H (-1.133, 1.434, 0.748)
H (0.208, 2.048, -0.263)
C (0.609, 8.129, -0.967)
O (-0.304, 7.329, -0.806)
N (1.097, 8.990, -0.007)
C (2.183, 9.907, -0.281)
C (0.507, 8.978, 1.315)
H (1.129, 8.222, -1.935)
H (3.011, 9.687, 0.399)
H (1.831, 10.930, -0.115)
H (2.530, 9.810, -1.313)
H (0.615, 7.978, 1.745)
H (-0.558, 9.214, 1.233)
H (0.996, 9.711, 1.963)
C (4.813, -11.795, -3.498)
O (3.837, -11.222, -3.964)
N (5.338, -11.586, -2.240)
C (6.499, -12.307, -1.764)
C (4.709, -10.617, -1.366)
H (5.368, -12.552, -4.077)
H (6.223, -12.868, -0.866)
H (7.287, -11.588, -1.522)
H (6.869, -13.003, -2.522)
H (3.668, -10.910, -1.199)
H (4.726, -9.636, -1.851)
H (5.234, -10.563, -0.409)
C (-6.308, 7.686, -1.269)
O (-5.670, 8.701, -1.520)
N (-5.774, 6.426, -1.104)
C (-6.601, 5.275, -0.808)
C (-4.342, 6.245, -1.230)
H (-7.404, 7.709, -1.152)
H (-6.282, 4.847, 0.146)
H (-6.475, 4.536, -1.604)
H (-7.656, 5.555, -0.741)
H (-3.837, 6.871, -0.488)
H (-4.030, 6.561, -2.229)
H (-4.071, 5.197, -1.073)
C (5.348, 10.881, 1.754)
O (4.302, 10.600, 1.183)
N (6.580, 10.322, 1.488)
C (7.771, 10.712, 2.213)
C (6.688, 9.315, 0.454)
H (5.380, 11.635, 2.558)
H (8.502, 11.109, 1.503)
H (8.184, 9.831, 2.713)
H (7.545, 11.477, 2.960)
H (6.355, 9.742, -0.497)
H (6.039, 8.471, 0.708)
H (7.721, 8.968, 0.359)

Atomic forces in eV per Å
C 0.80 -0.64 -0.18
C -1.32 0.68 2.49
O -1.20 0.94 -3.00
C 1.70 1.77 1.26
S -1.49 -0.25 0.52
P 2.03 -0.03 -0.72
P -5.20 -1.64 5.81
O 5.11 0.27 -1.62
O -0.21 3.54 0.25
O 0.42 -3.16 -2.53
C -2.67 -0.13 -0.13
C -0.36 0.45 0.35
C 0.13 -0.75 -0.57
C -0.60 0.71 0.68
H -1.18 2.32 -0.41
H 2.37 0.42 -0.10
H -1.09 -1.29 -1.71
H -0.79 -2.20 -1.01
H 2.00 -0.46 0.97
H -2.19 -1.30 0.44
H 1.14 -1.71 0.87
H -0.61 1.17 0.56
H 0.18 0.15 -1.70
H -1.46 0.80 -0.40
H 1.34 -0.31 2.21
H 0.13 -2.64 0.32
H -0.38 -0.31 -2.23
H 2.40 0.81 -0.02
H -1.09 1.24 -1.62
H 2.36 1.05 0.19
H -1.73 1.18 -1.21
H 2.08 1.41 0.82
H -0.60 -2.05 1.19
C -0.19 -1.27 -0.44
O 0.07 -0.34 0.29
N 0.11 1.84 0.60
C -0.04 -0.08 -0.25
C -0.18 0.23 -0.15
H 0.07 -0.13 -0.01
H 0.08 -0.14 0.25
H 0.19 -0.05 0.00
H -0.18 0.02 -0.10
H -0.16 -0.16 0.07
H 0.00 -0.09 -0.19
H 0.08 0.25 0.08
C 0.79 -0.34 -0.21
O 0.60 0.00 -0.09
N -1.41 0.27 0.42
C 0.12 -0.07 0.00
C -0.34 0.10 0.00
H 0.16 -0.07 -0.06
H 0.04 0.23 0.19
H 0.08 0.13 -0.04
H 0.03 -0.20 -0.22
H 0.10 -0.16 0.02
H 0.07 -0.10 -0.09
H -0.20 0.13 0.07
C 0.22 0.80 1.03
O 0.30 0.22 0.19
N -0.73 -1.18 -1.53
C -0.04 -0.31 0.20
C -0.21 -0.18 -0.14
H 0.04 0.10 0.09
H -0.62 0.12 -0.63
H 0.23 0.02 -0.04
H -0.17 -0.05 0.09
H -0.10 0.13 0.14
H 0.07 -0.06 0.20
H -0.01 -0.14 -0.24
C -0.04 0.36 0.64
O 0.59 -0.17 0.60
N -0.43 -0.32 -1.32
C -0.09 0.12 0.10
C -0.15 0.02 -0.25
H 0.03 0.03 0.12
H 0.23 -0.05 -0.04
H 0.09 -0.22 0.05
H -0.13 0.15 0.09
H 0.07 0.16 0.10
H -0.05 -0.03 0.18
H -0.04 -0.09 -0.23
C 0.77 -0.18 -0.06
O -0.31 -1.00 0.22
N -0.78 1.09 -0.11
C 0.22 0.09 0.00
C 0.08 0.31 -0.08
H 0.02 -0.13 0.02
H -0.15 -0.17 -0.09
H -0.14 -0.12 0.15
H 0.19 0.04 -0.04
H 0.16 -0.08 -0.18
H 0.18 -0.03 0.18
H -0.21 0.17 -0.03
C 0.88 -0.46 -0.26
O 1.56 0.40 0.71
N -1.40 0.77 0.46
C -0.01 -0.10 -0.12
C -0.31 -0.01 -0.11
H 0.11 -0.06 -0.05
H 0.09 0.00 0.21
H 0.14 0.18 0.04
H -0.04 -0.14 -0.16
H 0.06 -0.21 0.01
H 0.11 -0.01 -0.19
H -0.19 0.14 0.10

Calculated values
Net charge: +1
HOMO-LUMO gap in eV: 6.0
Electronic energy in eV: -85732.784

=====

Among the records above, which one has the highest electronic energy?
C4H4N2O

=====

electronic energy of number 7 (C3H11N2PS)?
-26392.036 eV